Record 1
Density functional theory data (wB97M-V/def2-TZVPD) for a structure of composition C44H70ClNO22Si2.

The calculation puts the largest force on an atom at 1.00 eV/Å. For the calculated total energy, the calculation gives -4468.07935 Ha. The calculation puts the HOMO energy at -9.54 eV. The value obtained for the HOMO-LUMO gap is 9.8 eV.

Last column: Mulliken charge in e.
Cartesian coordinates (Å):
O (1.070, 0.798, 3.064)  -0.55
C (1.494, 1.368, 2.134)  0.62
N (1.905, 1.884, 1.125)  -0.19
Si (3.121, 3.147, 1.120)  0.49
O (2.424, 4.521, 0.600)  -0.14
Si (1.883, 5.834, 1.456)  0.36
C (0.028, 5.955, 1.330)  -0.91
C (-0.647, 4.602, 1.065)  0.23
C (-2.099, 4.570, 1.533)  -0.87
Cl (-3.174, 3.680, 0.421)  -0.19
H (3.704, 3.285, 2.467)  -0.10
H (4.158, 2.711, 0.179)  -0.20
H (2.546, 7.021, 0.879)  -0.18
H (2.270, 5.659, 2.874)  -0.14
H (-0.229, 6.667, 0.544)  0.38
H (-0.338, 6.374, 2.273)  0.41
H (-0.581, 4.343, 0.012)  0.34
H (-0.111, 3.811, 1.593)  -0.26
H (-2.184, 4.031, 2.472)  0.36
H (-2.521, 5.563, 1.656)  0.45
O (4.633, 0.074, 4.849)  -0.65
C (4.124, -0.986, 5.077)  0.64
O (4.584, -1.799, 6.059)  -0.42
C (3.859, -3.048, 6.055)  -0.58
C (2.536, -2.732, 5.376)  -0.23
C (2.944, -1.642, 4.384)  -0.01
H (4.447, -3.784, 5.505)  0.26
H (3.749, -3.384, 7.082)  0.41
H (2.073, -3.605, 4.926)  0.52
H (1.836, -2.328, 6.105)  -0.03
H (3.290, -2.052, 3.432)  0.31
H (2.170, -0.904, 4.200)  -0.15
O (-7.717, 2.728, -0.992)  -0.61
C (-6.947, 2.170, -1.718)  0.38
O (-7.211, 1.999, -3.037)  -0.37
C (-6.175, 1.215, -3.659)  0.14
C (-4.954, 1.380, -2.759)  -0.61
C (-5.607, 1.543, -1.387)  0.50
H (-6.509, 0.179, -3.717)  0.03
H (-6.022, 1.588, -4.669)  0.08
H (-4.262, 0.546, -2.831)  0.37
H (-4.418, 2.293, -3.024)  0.28
H (-5.781, 0.585, -0.896)  0.16
H (-5.055, 2.180, -0.704)  -0.29
O (6.627, 0.074, -3.503)  -0.60
C (5.922, -0.089, -2.551)  0.53
O (4.573, -0.137, -2.654)  -0.39
C (3.971, -0.258, -1.353)  -0.15
C (5.063, -0.833, -0.457)  -0.17
C (6.322, -0.250, -1.094)  -0.27
H (3.656, 0.733, -1.023)  -0.02
H (3.097, -0.898, -1.435)  0.33
H (4.933, -0.578, 0.593)  0.28
H (5.084, -1.919, -0.538)  0.13
H (6.573, 0.737, -0.700)  0.31
H (7.187, -0.901, -1.006)  -0.01
O (-5.634, -0.828, -6.213)  -0.59
C (-6.769, -0.827, -6.598)  0.66
O (-7.794, -1.255, -5.832)  -0.42
C (-9.024, -1.235, -6.583)  -0.45
C (-8.787, -0.233, -7.711)  -0.63
C (-7.285, -0.392, -7.955)  0.22
H (-9.208, -2.244, -6.957)  0.24
H (-9.825, -0.958, -5.904)  0.36
H (-9.408, -0.417, -8.584)  0.35
H (-8.995, 0.776, -7.353)  0.30
H (-7.063, -1.183, -8.674)  0.18
H (-6.801, 0.526, -8.277)  -0.22
O (-4.099, -0.281, 0.821)  -0.51
C (-3.744, -0.257, 1.961)  0.34
O (-3.758, -1.367, 2.739)  -0.40
C (-3.377, -1.047, 4.087)  -0.51
C (-2.578, 0.249, 3.978)  -0.22
C (-3.244, 0.923, 2.778)  0.30
H (-4.287, -0.923, 4.679)  0.23
H (-2.810, -1.885, 4.483)  0.37
H (-2.597, 0.837, 4.894)  0.40
H (-1.537, 0.023, 3.745)  -0.02
H (-4.107, 1.528, 3.063)  0.27
H (-2.573, 1.530, 2.178)  -0.26
O (1.121, -4.252, 7.617)  -0.56
C (0.985, -3.597, 8.612)  0.51
O (0.188, -3.962, 9.635)  -0.39
C (0.165, -2.927, 10.645)  -0.55
C (1.443, -2.121, 10.427)  -0.46
C (1.634, -2.262, 8.923)  0.12
H (-0.733, -2.327, 10.487)  0.26
H (0.101, -3.407, 11.618)  0.34
H (1.375, -1.094, 10.773)  0.32
H (2.273, -2.597, 10.950)  0.26
H (1.106, -1.486, 8.364)  0.30
H (2.674, -2.273, 8.605)  -0.15
O (-5.971, 1.761, -10.381)  -0.61
C (-4.865, 2.083, -10.047)  0.54
O (-3.775, 1.695, -10.739)  -0.37
C (-2.568, 2.143, -10.083)  -0.13
C (-3.000, 3.316, -9.209)  -0.63
C (-4.434, 2.916, -8.852)  -0.33
H (-2.182, 1.316, -9.486)  0.03
H (-1.844, 2.398, -10.851)  0.35
H (-2.348, 3.460, -8.351)  0.35
H (-3.008, 4.237, -9.793)  0.27
H (-4.478, 2.277, -7.967)  0.13
H (-5.113, 3.754, -8.719)  0.44
O (6.535, -3.775, 1.751)  -0.60
C (7.458, -3.868, 0.997)  0.54
O (7.354, -3.507, -0.305)  -0.32
C (8.570, -3.803, -1.017)  -0.43
C (9.651, -3.872, 0.059)  -0.49
C (8.860, -4.387, 1.262)  -0.44
H (8.437, -4.754, -1.536)  0.27
H (8.730, -3.018, -1.752)  0.34
H (10.492, -4.497, -0.229)  0.34
H (10.027, -2.870, 0.268)  0.26
H (8.812, -5.477, 1.294)  0.27
H (9.215, -4.024, 2.222)  0.30
O (-1.864, -0.935, -8.576)  -0.60
C (-2.598, -1.422, -9.386)  0.21
O (-2.180, -1.755, -10.628)  -0.37
C (-3.290, -2.195, -11.430)  -0.43
C (-4.354, -2.647, -10.432)  -0.59
C (-4.082, -1.713, -9.253)  0.72
H (-3.627, -1.350, -12.034)  0.24
H (-2.936, -2.985, -12.087)  0.34
H (-5.362, -2.582, -10.836)  0.35
H (-4.170, -3.680, -10.136)  0.33
H (-4.615, -0.765, -9.350)  -0.54
H (-4.291, -2.139, -8.275)  0.32
O (3.013, 0.300, 11.535)  -0.61
C (3.861, 0.458, 10.702)  0.55
O (3.621, 1.149, 9.567)  -0.38
C (4.757, 1.082, 8.679)  -0.13
C (5.944, 0.761, 9.584)  -0.55
C (5.282, -0.076, 10.678)  -0.45
H (4.571, 0.297, 7.943)  0.00
H (4.836, 2.035, 8.164)  0.37
H (6.749, 0.257, 9.056)  0.34
H (6.342, 1.681, 10.014)  0.28
H (5.237, -1.135, 10.416)  0.21
H (5.734, 0.023, 11.661)  0.36



Record 2
Density functional theory data (wB97M-V/def2-TZVPD) for a structure of composition C44H73GeN5O2Si4TeY.

Its charge is +1. The calculation puts the largest force on an atom at 2.73 eV/Å. For the calculated total energy, the calculation gives -5685.98746 Ha. The calculation puts the energy above the lowest of the compared OMol25 structures with the same formula, charge and spin at 183.9 kJ/mol. The calculation puts the HOMO energy at -10.45 eV. The value obtained for the HOMO-LUMO gap is 7.4 eV.

Last column: Mulliken charge in e.
Cartesian coordinates (Å):
Y (-1.482, 0.581, 1.367)  -2.03
C (-2.324, 2.958, 4.952)  -1.49
C (-0.888, 3.298, 4.669)  1.94
C (-0.341, 4.453, 5.204)  -1.05
C (0.970, 4.808, 4.941)  -1.10
C (1.731, 4.026, 4.094)  -0.72
C (1.212, 2.867, 3.530)  0.33
C (2.043, 2.070, 2.571)  -0.95
C (-0.091, 2.473, 3.857)  -0.42
N (-0.660, 1.251, 3.403)  1.12
C (-0.986, 0.455, 4.448)  0.07
O (-0.503, 0.498, 5.570)  -0.66
C (-2.126, -0.499, 4.181)  0.45
C (-2.753, -1.163, 5.228)  -1.49
C (-3.884, -1.916, 4.952)  -0.75
C (-4.372, -1.963, 3.654)  -0.72
C (-3.698, -1.258, 2.667)  0.61
N (-2.597, -0.554, 2.936)  1.23
C (-4.175, -1.235, 1.233)  -0.72
O (-5.209, -1.811, 0.926)  -0.71
N (-3.347, -0.561, 0.417)  1.91
C (-3.761, -0.486, -0.943)  -0.30
C (-4.859, 0.300, -1.324)  1.17
C (-5.817, 0.853, -0.308)  -1.95
C (-5.110, 0.487, -2.677)  -0.90
C (-4.339, -0.136, -3.637)  -1.17
C (-3.347, -1.016, -3.251)  -0.47
C (-3.057, -1.215, -1.910)  1.00
C (-2.113, -2.312, -1.500)  -0.02
H (-2.872, 3.844, 5.270)  0.55
H (-2.385, 2.221, 5.753)  0.32
H (-2.820, 2.540, 4.068)  0.02
H (-0.952, 5.067, 5.850)  0.50
H (1.387, 5.701, 5.378)  0.42
H (2.749, 4.304, 3.862)  0.46
H (2.994, 2.560, 2.385)  0.59
H (1.518, 1.960, 1.612)  -0.15
H (2.246, 1.077, 2.972)  0.22
H (-2.341, -1.056, 6.221)  0.65
H (-4.392, -2.445, 5.745)  0.51
H (-5.256, -2.517, 3.382)  0.63
H (-5.359, 1.001, 0.673)  0.26
H (-6.620, 0.126, -0.170)  0.42
H (-6.259, 1.787, -0.653)  0.49
H (-5.937, 1.111, -2.981)  0.46
H (-4.543, 0.026, -4.683)  0.48
H (-2.816, -1.584, -3.996)  0.40
H (-2.614, -3.267, -1.659)  0.69
H (-1.876, -2.248, -0.436)  -1.12
H (-1.198, -2.294, -2.093)  -0.51
C (-0.206, 4.740, 1.117)  -0.44
C (-1.559, 4.263, 0.757)  -0.24
N (-1.952, 3.004, 0.625)  0.80
C (-3.251, 3.062, 0.172)  -0.37
C (-3.640, 4.359, 0.055)  -1.12
N (-2.558, 5.104, 0.426)  0.08
H (0.163, 4.220, 1.996)  -0.19
H (-0.225, 5.804, 1.332)  0.50
H (0.491, 4.563, 0.297)  0.05
H (-3.803, 2.176, -0.073)  0.37
H (-4.571, 4.795, -0.240)  0.47
H (-2.517, 6.112, 0.449)  0.23
C (1.041, -5.003, 3.695)  -1.25
C (-0.023, -3.944, 3.950)  -0.91
C (0.297, -2.647, 3.199)  0.20
C (-0.282, -2.592, 1.790)  -0.59
Ge (0.813, -1.270, 0.755)  0.55
C (2.296, -2.428, 0.028)  0.18
C (3.536, -2.442, 0.918)  -0.83
C (4.236, -3.799, 0.942)  -0.41
C (5.379, -3.788, 1.944)  -1.42
H (0.859, -5.891, 4.295)  0.46
H (2.021, -4.609, 3.957)  0.28
H (1.067, -5.293, 2.645)  0.26
H (-0.057, -3.722, 5.018)  0.44
H (-1.006, -4.323, 3.663)  0.33
H (1.388, -2.552, 3.155)  0.25
H (-0.063, -1.786, 3.770)  -0.49
H (-1.350, -2.366, 1.821)  0.58
H (-0.180, -3.560, 1.296)  0.96
H (1.492, -0.498, 1.887)  -0.77
H (2.552, -2.188, -1.006)  -0.62
H (1.859, -3.427, 0.026)  0.78
H (3.249, -2.207, 1.947)  0.53
H (4.239, -1.668, 0.601)  0.37
H (4.607, -4.055, -0.052)  0.34
H (3.510, -4.562, 1.230)  0.30
H (6.118, -3.044, 1.663)  0.34
H (5.864, -4.757, 1.990)  0.42
H (5.009, -3.545, 2.937)  0.31
C (-0.529, -2.260, -5.345)  -1.31
Si (1.157, -2.028, -4.472)  0.83
C (2.457, -1.859, -5.860)  -1.21
C (1.501, -3.616, -3.452)  -1.10
Si (1.474, 0.083, -3.264)  0.44
Te (0.110, 0.503, -0.944)  0.07
Si (0.498, 2.097, -4.267)  0.45
C (0.982, 3.577, -3.144)  -0.60
C (1.155, 2.415, -6.039)  -1.14
C (-1.409, 1.959, -4.314)  -0.64
Si (3.869, 0.312, -2.702)  0.68
C (4.873, -1.321, -2.711)  -0.86
C (4.553, 1.362, -4.146)  -1.18
C (4.075, 1.141, -0.986)  -0.64
H (-0.425, -2.781, -6.291)  0.53
H (-1.006, -1.309, -5.554)  0.27
H (-1.203, -2.849, -4.734)  0.40
H (2.476, -2.745, -6.487)  0.42
H (3.456, -1.714, -5.469)  0.24
H (2.234, -1.013, -6.502)  0.32
H (1.279, -4.503, -4.039)  0.48
H (0.893, -3.673, -2.555)  0.24
H (2.539, -3.684, -3.146)  0.32
H (2.051, 3.606, -2.959)  0.29
H (0.485, 3.478, -2.183)  -0.17
H (0.699, 4.533, -3.573)  0.51
H (2.238, 2.412, -6.081)  0.32
H (0.817, 3.378, -6.413)  0.38
H (0.799, 1.659, -6.730)  0.34
H (-1.800, 1.689, -3.337)  -0.11
H (-1.731, 1.193, -5.010)  0.27
H (-1.880, 2.888, -4.619)  0.51
H (4.899, -1.755, -3.704)  0.36
H (4.477, -2.071, -2.037)  -0.01
H (5.902, -1.144, -2.412)  0.43
H (4.323, 0.887, -5.094)  0.32
H (5.632, 1.465, -4.090)  0.44
H (4.130, 2.360, -4.175)  0.30
H (3.583, 0.546, -0.219)  -0.20
H (3.633, 2.132, -0.968)  0.24
H (5.119, 1.244, -0.702)  0.52



Record 3
Density functional theory data (wB97M-V/def2-TZVPD) for a cluster of 14 separate species, C44H73N3O18 in total.

The calculation puts the largest force on an atom at 4.66 eV/Å. For the calculated total energy, the calculation gives -3238.77364 Ha. The calculation puts the HOMO energy at -8.19 eV. The value obtained for the HOMO-LUMO gap is 8.3 eV.

Last column: Mulliken charge in e.
Cartesian coordinates (Å):
O (18.552, 28.258, 24.634)  -0.57
C (18.691, 27.742, 25.711)  0.45
O (18.376, 28.450, 26.830)  -0.34
C (18.386, 27.645, 27.966)  -0.38
C (19.236, 26.438, 27.592)  -0.50
C (19.137, 26.332, 26.097)  -0.30
H (17.355, 27.430, 28.248)  0.25
H (18.724, 28.126, 28.884)  0.31
H (18.977, 25.552, 28.171)  0.34
H (20.307, 26.559, 27.755)  0.23
H (18.327, 25.698, 25.738)  0.24
H (20.092, 26.118, 25.616)  0.28
O (6.060, 15.810, 35.050)  -0.60
C (6.730, 15.240, 34.161)  0.46
O (8.143, 15.247, 34.272)  -0.32
C (8.707, 14.604, 33.121)  -0.38
C (7.579, 14.544, 32.087)  -0.56
C (6.302, 14.527, 32.907)  -0.31
H (9.149, 13.647, 33.398)  0.30
H (9.422, 15.311, 32.701)  0.27
H (7.710, 13.681, 31.435)  0.32
H (7.697, 15.448, 31.490)  0.28
H (6.135, 13.504, 33.245)  0.23
H (5.458, 14.953, 32.365)  0.31
O (4.273, 21.611, 32.669)  -0.60
C (3.245, 21.382, 33.277)  0.47
O (2.459, 20.351, 32.923)  -0.32
C (1.370, 20.230, 33.770)  -0.37
C (1.359, 21.510, 34.649)  -0.54
C (2.796, 22.017, 34.585)  -0.31
H (1.329, 19.345, 34.406)  0.28
H (0.477, 20.227, 33.146)  0.27
H (1.018, 21.294, 35.662)  0.33
H (0.718, 22.260, 34.184)  0.25
H (3.405, 21.510, 35.333)  0.23
H (2.924, 23.098, 34.520)  0.29
O (-0.747, 17.036, 27.780)  -0.56
C (-0.031, 17.810, 27.180)  0.48
O (1.282, 17.461, 26.807)  -0.34
C (1.916, 18.497, 26.127)  -0.33
C (0.859, 19.593, 26.036)  -0.56
C (-0.276, 19.307, 26.988)  -0.31
H (2.228, 18.184, 25.131)  0.25
H (2.804, 18.817, 26.674)  0.25
H (0.540, 19.564, 24.994)  0.24
H (1.240, 20.611, 26.116)  0.39
H (-1.332, 19.373, 26.726)  0.28
H (-0.113, 19.836, 27.927)  0.21
O (9.743, 28.074, 37.200)  -0.62
C (10.395, 28.949, 36.627)  0.55
O (10.770, 28.780, 35.400)  -0.31
C (11.414, 29.929, 34.867)  -0.41
C (11.912, 30.618, 36.143)  -0.51
C (10.821, 30.394, 37.140)  -0.40
H (10.730, 30.564, 34.304)  0.28
H (12.244, 29.649, 34.218)  0.30
H (12.058, 31.638, 35.789)  0.31
H (12.863, 30.227, 36.505)  0.27
H (10.002, 31.108, 37.050)  0.26
H (11.183, 30.367, 38.168)  0.27
O (14.075, 18.803, 35.537)  -0.56
C (13.297, 19.535, 36.068)  0.50
O (12.666, 20.588, 35.473)  -0.37
C (11.831, 21.370, 36.296)  -0.30
C (11.559, 20.435, 37.389)  -0.62
C (12.695, 19.468, 37.444)  -0.34
H (10.910, 21.709, 35.822)  0.30
H (12.338, 22.232, 36.730)  0.24
H (10.615, 19.892, 37.367)  0.26
H (11.357, 21.035, 38.277)  0.35
H (12.341, 18.526, 37.861)  0.32
H (13.415, 19.944, 38.110)  0.21
O (9.350, 22.247, 26.408)  -0.61
C (10.231, 22.692, 27.161)  0.45
O (10.381, 24.070, 27.349)  -0.33
C (11.297, 24.316, 28.351)  -0.33
C (12.155, 23.093, 28.348)  -0.54
C (11.287, 21.957, 27.939)  -0.30
H (10.847, 24.549, 29.315)  0.26
H (11.931, 25.168, 28.106)  0.28
H (12.733, 22.902, 29.253)  0.36
H (12.930, 23.165, 27.585)  0.23
H (10.673, 21.512, 28.722)  0.23
H (11.719, 21.193, 27.293)  0.29
C (5.506, 28.506, 30.734)  -0.51
O (4.093, 28.511, 30.367)  -0.50
H (5.980, 29.487, 30.778)  0.24
H (5.640, 28.072, 31.725)  0.22
H (6.062, 27.768, 30.156)  0.25
H (4.000, 28.608, 29.417)  0.30
C (6.345, 24.172, 20.306)  -0.53
O (6.269, 24.952, 21.483)  -0.49
H (7.334, 24.376, 19.896)  0.25
H (6.326, 23.089, 20.430)  0.25
H (5.664, 24.580, 19.559)  0.22
H (6.688, 24.388, 22.137)  0.30
C (17.406, 17.970, 28.109)  -0.50
O (17.343, 17.039, 26.967)  -0.49
H (16.576, 17.736, 28.775)  0.21
H (18.301, 17.812, 28.712)  0.25
H (17.306, 19.019, 27.827)  0.24
H (18.095, 17.282, 26.422)  0.29
C (17.569, 24.845, 34.751)  -0.54
O (16.734, 25.886, 35.256)  -0.49
H (18.566, 25.282, 34.696)  0.25
H (17.615, 23.970, 35.399)  0.24
H (17.366, 24.371, 33.791)  0.24
H (16.685, 25.843, 36.213)  0.30
N (10.251, 34.093, 28.252)  0.00
C (10.256, 32.842, 27.665)  -0.61
C (11.534, 32.367, 27.805)  -0.25
C (12.319, 33.291, 28.497)  -0.44
C (11.478, 34.313, 28.814)  -0.35
H (9.441, 34.692, 28.321)  0.20
H (9.356, 32.373, 27.297)  0.35
H (11.966, 31.449, 27.433)  0.38
H (13.327, 33.174, 28.868)  0.37
H (11.633, 35.169, 29.453)  0.36
N (9.161, 12.161, 24.873)  -0.01
C (10.507, 12.534, 24.920)  -0.48
C (10.487, 13.901, 25.097)  -0.30
C (9.182, 14.353, 25.167)  -0.47
C (8.378, 13.257, 25.097)  -0.44
H (8.773, 11.231, 24.796)  0.20
H (11.254, 11.761, 24.816)  0.36
H (11.378, 14.503, 25.200)  0.38
H (8.890, 15.389, 25.257)  0.38
H (7.308, 13.110, 25.067)  0.36
N (15.731, 24.374, 20.046)  -0.02
C (14.508, 24.083, 20.620)  -0.45
C (14.609, 22.759, 21.070)  -0.32
C (15.878, 22.252, 20.738)  -0.43
C (16.567, 23.268, 20.171)  -0.47
H (16.005, 25.297, 19.741)  0.21
H (13.725, 24.823, 20.700)  0.36
H (13.782, 22.250, 21.544)  0.38
H (16.225, 21.252, 20.950)  0.38
H (17.567, 23.358, 19.772)  0.37